Record 1
60
Properties=species:S:1:pos:R:3 method="wB97M-V/def2-TZVPD" de_lowest_kcal_mol=46.6 smiles="CCOc1cc(N2CCOCC2)c(OCC)cc1NC(=O)Cc1cccc(OC)c1" homo_lumo_gap_ha=0.3126 e_tot_ev=-37554.8863
C -1.5225 -2.0588 -1.4722
C -1.4478 -2.3034 0.0299
O -1.3484 -1.0985 0.7685
C -0.2377 -0.3002 0.5514
C 1.0504 -0.7658 0.4105
C 2.1370 0.0928 0.2278
C 1.9125 1.4721 0.1952
C 0.6028 1.9461 0.3378
C -0.4632 1.0888 0.5062
N -1.7888 1.4931 0.6276
C -2.3540 2.7076 0.4202
O -1.7527 3.7362 0.2162
C -3.8882 2.6499 0.5004
C -4.4238 1.4037 -0.1382
C -4.6306 0.2615 0.6337
C -5.0132 -0.9337 0.0378
C -5.2090 -0.9764 -1.3436
C -5.0227 0.1600 -2.1029
C -4.6228 1.3468 -1.5096
H -4.4591 2.2279 -2.1108
H -5.1795 0.1192 -3.1704
H -5.5068 -1.9106 -1.7922
O -5.2050 -2.1059 0.7039
C -4.9849 -2.1335 2.0939
H -3.9539 -1.8608 2.3428
H -5.1703 -3.1618 2.4006
H -5.6765 -1.4708 2.6241
H -4.4942 0.3227 1.7034
H -4.1602 2.6952 1.5576
H -4.2700 3.5452 0.0093
H -2.4144 0.7017 0.7446
H 0.4367 3.0094 0.2963
O 2.8226 2.4613 0.0288
C 4.2116 2.2025 -0.0494
C 4.9100 3.5522 -0.1400
H 5.9849 3.4096 -0.2074
H 4.6825 4.1484 0.7393
H 4.5646 4.0900 -1.0185
H 4.4358 1.5971 -0.9347
H 4.5464 1.6575 0.8403
N 3.4512 -0.4543 0.0627
C 3.6154 -1.2210 -1.1620
C 5.0996 -1.5529 -1.3260
H 5.2604 -2.1844 -2.2015
O 5.5882 -2.2767 -0.2211
C 5.4037 -1.5497 0.9713
C 3.9264 -1.2256 1.1997
H 3.8077 -0.6282 2.1059
H 3.3741 -2.1721 1.3262
H 5.7916 -2.1773 1.7754
H 5.9785 -0.6119 0.9276
H 5.6699 -0.6180 -1.4388
H 3.2708 -0.6178 -2.0049
H 3.0408 -2.1630 -1.1444
H 1.2402 -1.8283 0.4361
H -0.6157 -2.9767 0.2693
H -2.3738 -2.7635 0.3837
H -1.6433 -3.0049 -1.9920
H -2.3703 -1.4172 -1.7035
H -0.6128 -1.5748 -1.8221

---

Record 2
62
Properties=species:S:1:pos:R:3 method="wB97M-V/def2-TZVPD" de_lowest_kcal_mol=520.7 homo_lumo_gap_ha=0.2851 e_tot_ev=-50415.8422
C 3.2533 1.1734 2.0229
C 1.9602 1.5568 1.5630
C 0.9286 1.5518 2.4494
C -0.4676 1.7933 2.1136
C -0.7629 2.1232 0.7183
C 0.1743 2.3076 -0.0143
C 1.4360 1.9064 0.4404
O 2.5940 2.1133 -0.6905
C 2.4390 2.6161 -1.9728
C 2.2931 1.4291 -2.9252
C 0.9700 0.8539 -2.5329
O -0.1641 0.9288 -3.1482
N 1.3317 -0.4686 -1.7139
C 0.4233 -0.9425 -0.8163
C -0.9591 -1.1515 -1.2886
C -1.8570 -1.8382 -0.1664
C -1.2868 -2.5428 0.9258
C -0.0025 -2.3940 1.2321
C 1.0043 -1.5774 0.2263
O 2.2226 -1.5864 0.6670
C 2.9934 -2.6240 -0.2282
C 4.3714 -2.0645 0.1174
H 4.7922 -2.0263 1.0599
H 5.0700 -2.7919 -0.4121
H 4.6024 -0.9892 -0.6916
C 2.9317 -3.9812 0.4650
H 3.4935 -4.9072 -0.0380
H 1.8499 -4.1613 0.3462
H 3.0345 -4.0197 1.6405
H 2.7637 -2.6903 -1.1227
H 0.4442 -2.6940 1.9889
H -2.0538 -2.9017 1.3995
S -3.5154 -1.7814 -0.6186
O -3.7861 -2.1375 -2.0626
O -4.2156 -2.7776 0.2908
N -4.0159 -0.0781 -0.2227
C -3.8643 0.0952 0.9553
H -4.2706 -0.7164 1.9970
C -4.7099 1.4124 1.3996
H -4.6284 1.8698 2.4879
O -4.2172 2.3210 0.6667
C -4.6252 2.0908 -0.6002
H -4.2614 2.8235 -1.4151
C -3.7129 0.6306 -1.1438
H -3.9693 0.4837 -2.2545
H -2.4389 0.9434 -1.0770
H -5.4678 1.7050 -0.9805
H -5.6304 1.0094 1.2896
H -2.8028 0.3561 1.2589
H -1.4692 -0.6434 -2.0194
H 2.2526 -0.1927 -1.2147
H 2.1187 1.9791 -3.9417
H 3.3217 0.8927 -3.0592
H 3.5182 2.9893 -1.9982
H 1.8232 3.2795 -1.8329
H 0.0264 2.8433 -0.8460
H -1.8114 2.5474 0.5354
H -1.3959 1.7568 2.9239
H 1.0130 1.1918 3.4911
H 4.0707 1.8090 1.7396
H 3.4510 0.0774 1.5304
H 3.3897 1.2187 3.1063

---

Record 3
61
Properties=species:S:1:pos:R:3 method="wB97M-V/def2-TZVPD" de_lowest_kcal_mol=209.4 smiles="C#CN1c2ccccc2Sc2ccccc21.CNC(C)=O.CNC(C)=O.CNC(C)=O" homo_lumo_gap_ha=0.2949 e_tot_ev=-47269.7077
C 3.0889 4.3681 1.8382
C 1.9615 3.9835 1.5399
N 0.6602 3.6117 0.9680
C 0.9884 2.6587 -0.1003
C 1.8969 1.4940 0.3032
C 2.3099 0.4246 -0.6635
C 1.8555 0.4528 -2.1086
C 0.9356 1.5890 -2.5126
C 0.5156 2.6540 -1.5214
S -0.5766 3.9813 -2.1384
C -0.5259 5.2220 -0.8018
C -1.1078 6.5808 -1.1034
C -1.1432 7.6626 -0.0546
C -0.5635 7.3559 1.3135
C 0.0404 5.9977 1.5780
C 0.0779 4.8837 0.5277
H 4.1402 4.7720 1.7858
H 2.2857 1.3800 1.3662
H 2.9862 -0.4138 -0.3269
H 2.1992 -0.3385 -2.8365
H 0.5842 1.5879 -3.5892
H -1.5382 6.8310 -2.1249
H -1.5760 8.6919 -0.2073
H -0.5816 8.1231 2.1532
H 0.4441 5.8348 2.6297
C 3.4054 -4.8651 -0.1295
C 3.2816 -3.5062 -0.7668
O 3.7917 -2.5078 -0.2747
N 2.5758 -3.4102 -1.9245
C 1.9039 -4.4661 -2.6543
H 3.9938 -4.7824 0.7835
H 2.4165 -5.2504 0.1292
H 3.9134 -5.5533 -0.8078
H 2.5356 -2.4711 -2.2927
H 2.3288 -4.5144 -3.6589
H 0.8447 -4.2111 -2.7275
H 2.0097 -5.4337 -2.1705
C -0.9977 -8.0797 -0.0411
C -0.4727 -6.9442 -0.8798
O 0.1504 -7.1355 -1.9161
N -0.7107 -5.6740 -0.4515
C -1.4212 -5.2453 0.7362
H -0.7304 -9.0264 -0.5089
H -0.5524 -8.0480 0.9554
H -2.0858 -8.0231 0.0289
H -0.3300 -4.9668 -1.0633
H -2.2635 -4.6229 0.4279
H -0.7420 -4.6473 1.3471
H -1.7881 -6.0853 1.3211
C -3.6889 1.4446 2.7833
C -2.6100 1.7193 1.7676
O -1.6528 0.9732 1.6193
N -2.7269 2.8390 1.0035
C -3.7747 3.8370 1.0280
H -3.4582 0.5212 3.3129
H -3.7367 2.2581 3.5101
H -4.6531 1.3260 2.2845
H -1.9695 2.9583 0.3469
H -4.2324 3.8804 0.0373
H -3.3225 4.8056 1.2540
H -4.5385 3.6130 1.7691

---

Record 4
62
Properties=species:S:1:pos:R:3 method="wB97M-V/def2-TZVPD" de_lowest_kcal_mol=104.9 smiles="CCC[C@@H](c1nnnn1CS(=O)(=O)c1ccc(C)cc1)N1CCN(c2ccccc2)CC1" homo_lumo_gap_ha=0.3050 e_tot_ev=-48207.3361
C -1.0768 -5.9258 -2.1333
C -1.4460 -4.5357 -1.6303
C -0.2459 -3.8364 -0.9975
H 0.1019 -4.4236 -0.1465
H 0.5619 -3.7724 -1.7307
C -0.5954 -2.4150 -0.5348
C -1.4641 -2.4369 0.6746
N -1.9786 -3.4656 1.3028
N -2.6623 -2.9828 2.3335
N -2.5989 -1.7233 2.3825
N -1.8440 -1.3166 1.3524
C -1.5803 0.0427 1.0784
H -1.8451 0.6428 1.9467
H -0.5451 0.1688 0.7591
S -2.6481 0.6172 -0.3326
O -2.0877 0.0796 -1.5449
O -4.0106 0.3046 -0.0238
C -2.3865 2.3841 -0.2958
C -1.2910 2.9104 -0.9540
C -1.0598 4.2715 -0.8922
C -1.9162 5.1058 -0.1756
C -3.0119 4.5500 0.4765
C -3.2500 3.1871 0.4212
H -4.1003 2.7371 0.9086
H -3.6850 5.1881 1.0291
C -1.6520 6.5775 -0.1250
H -1.6812 6.9989 -1.1287
H -0.6618 6.7704 0.2849
H -2.3896 7.0879 0.4878
H -0.2111 4.6981 -1.4060
H -0.6523 2.2500 -1.5192
N 0.5356 -1.5392 -0.2386
C 1.5460 -2.1098 0.6322
C 2.4669 -0.9848 1.0998
N 3.0863 -0.3543 -0.0464
C 4.3093 0.2929 0.1121
C 4.5517 1.5753 -0.3845
C 5.8008 2.1567 -0.2643
C 6.8363 1.4849 0.3586
C 6.6084 0.2123 0.8568
C 5.3681 -0.3784 0.7327
H 5.2223 -1.3820 1.1026
H 7.4089 -0.3305 1.3381
H 7.8086 1.9436 0.4533
H 5.9600 3.1514 -0.6555
H 3.7608 2.1371 -0.8573
C 2.0950 0.1855 -0.9472
H 1.4996 0.9828 -0.4665
C 1.1594 -0.9384 -1.3998
H 1.7471 -1.6696 -1.9784
H 0.3749 -0.5272 -2.0384
H 2.5938 0.5958 -1.8261
H 1.8690 -0.2467 1.6640
H 3.2294 -1.3833 1.7665
H 2.1518 -2.8724 0.1180
H 1.0572 -2.5715 1.4930
H -1.1683 -1.9189 -1.3286
H -2.2384 -4.6170 -0.8862
H -1.8193 -3.9331 -2.4617
H -0.7251 -6.5448 -1.3114
H -0.2893 -5.8680 -2.8825
H -1.9410 -6.4096 -2.5811